No. 1
Below is 2 unconnected molecules or ions with the total composition C2H9NO, with properties calculated with ωB97M-V/def2-TZVPD.

Geometry (Å):
C (-1.3225, 0.1407, -0.6868)
N (-0.0308, -0.5646, -0.5107)
C (1.0194, -0.1019, -1.4351)
H (-1.0622, 1.1771, -0.8537)
H (-2.0119, -0.3267, -1.3980)
H (-1.8702, -0.1043, 0.2439)
H (-0.1254, -1.5507, -0.7073)
H (0.7638, -0.3569, -2.4725)
H (1.9258, -0.6677, -1.2059)
H (1.1953, 0.9623, -1.3070)
H (1.0022, 0.7660, 1.9430)
H (-0.4319, 0.5458, 1.9854)
O (0.3603, 0.3881, 2.5252)

E_HOMO: -9.0 eV
total charge: 0
SMILES string: CNC.O
gap between HOMO and LUMO: 9.88 eV

For each atom in turn, the Mulliken charge in e is: -0.90, -0.26, -0.92, 0.35, 0.30, 0.28, 0.21, 0.34, 0.29, 0.33, 0.30, 0.31, -0.63

---

No. 2
Below is 2 unconnected molecules or ions with the total composition C2H9NO, with properties calculated with ωB97M-V/def2-TZVPD.

Geometry (Å):
C (1.4231, -1.3049, 0.5405)
C (-1.2856, 0.4590, -0.9334)
H (0.6782, 0.3853, 0.9599)
H (2.3102, -1.8866, 0.7873)
H (0.5886, -2.0142, 0.8042)
H (1.4119, -1.1150, -0.5205)
H (-0.3629, 2.1665, -0.2998)
H (-1.2831, 1.5803, 0.8642)
H (-1.6000, -0.5098, -0.4762)
H (-2.1175, 0.8991, -1.5396)
H (-0.5166, 0.1648, -1.6572)
N (-0.6579, 1.3066, 0.1063)
O (1.4117, -0.1310, 1.3643)

E_HOMO: -9.6 eV
total charge: 0
SMILES string: CN.CO
gap between HOMO and LUMO: 10.48 eV

For each atom in turn, the Mulliken charge in e is: -0.58, -0.75, 0.50, 0.27, 0.21, 0.21, 0.21, 0.23, 0.29, 0.31, 0.27, -0.61, -0.56

---

No. 3
Below is 2 unconnected molecules or ions with the total composition C2H9NO2, with properties calculated with ωB97M-V/def2-TZVPD.

Geometry (Å):
C (1.0296, -0.3324, -1.1902)
O (2.4292, -0.0982, -1.0352)
C (0.6884, -1.4566, -0.2395)
N (-0.5950, -2.0785, -0.4472)
H (0.8261, -0.6194, -2.2346)
H (0.4610, 0.5646, -0.8946)
H (2.8639, -0.1560, -1.8855)
H (0.9240, -1.3598, 0.8375)
H (1.4352, -2.2579, -0.5593)
H (-1.4376, -1.5270, -0.4255)
H (-0.7106, -2.8122, -1.1250)
H (-2.2864, 3.7839, 3.0432)
H (-3.6101, 3.2649, 3.2177)
O (-2.9762, 3.3858, 2.4964)

E_HOMO: -8.8 eV
total charge: 0
SMILES string: NCCO.O
gap between HOMO and LUMO: 9.79 eV

For each atom in turn, the Mulliken charge in e is: -0.22, -0.52, -0.44, -0.49, 0.26, 0.21, 0.30, 0.28, 0.24, 0.19, 0.20, 0.32, 0.32, -0.64

---

Number 1: maximum force 2.39 eV/Å, total energy -5756.713 eV, LUMO energy 0.0342 hartree. Number 2: maximum force 1.90 eV/Å, total energy -5756.875 eV, LUMO energy 0.0332 hartree. Number 3: maximum force 3.29 eV/Å, total energy -7804.097 eV, LUMO energy 0.0348 hartree.